C4H5CsLiO2 | the ωB97M-V functional and the def2-TZVPD basis

Output
2S+1 = 1
Kohn-Sham gap (spin up / spin down) = 2.63 / 2.68 eV
Energy = -333.21796 Ha
Net charge = +1

Last column: Mulliken charge in e.
Geometry (Å):
Cs -4.7247 -0.4374 -0.9438  0.489
O 5.2101 0.1861 1.0316  -0.670
O -0.0014 0.9577 -0.1471  -0.368
C 1.0173 0.6099 0.4229  -0.221
C 1.9310 1.6201 0.9922  0.101
C 3.2414 1.4346 1.2450  -0.213
C 3.9932 0.2094 0.9388  0.142
Li 6.6994 -0.8859 0.7048  0.954
H -2.7127 -1.9210 0.4941  -0.468
H 1.3849 -0.4263 0.3104  0.290
H 3.4606 -0.6703 0.5369  0.272
H 3.8485 2.2747 1.5910  0.333
H 1.4996 2.6162 1.1115  0.359